16
Properties=species:S:1:pos:R:3:lowdin_charge:R:1 method="wB97M-V/def2-TZVPD" gap_ev="4.8176 / 5.8397" charge=-1 spin_multiplicity=3 total_energy_ha=-1138.5163 lumo_energy_ev="3.43 / 0.93"
C -0.172 -1.370 1.154 -0.41
C 1.002 0.776 1.659 -0.11
C -1.771 0.491 -1.694 -0.52
N 0.597 -0.315 0.721 -0.28
O 0.670 -1.457 -1.545 -0.39
O -0.367 -1.558 2.381 0.09
O 2.577 0.187 -0.950 -0.40
P 1.122 -0.202 -0.887 0.10
S -0.205 1.428 -1.558 0.52
H -0.592 -2.022 0.394 0.10
H 2.004 0.491 2.081 0.08
H 1.332 1.669 1.043 0.07
H 0.166 0.869 2.421 0.09
H -2.052 0.053 -0.629 0.05
H -1.697 -0.228 -2.423 -0.04
H -2.615 1.188 -2.167 0.05